{"formula": "C71H130N9O20", "method": "ωB97M-V with the def2-TZVPD basis set", "lumo_ev": -8.23, "gap_ev": 3.286, "mol_weight_g_mol": 1429.9, "total_energy_ha": -4779.877745, "total_charge": 3, "species": ["O", "O", "O", "O", "O", "O", "O", "O", "O", "O", "O", "O", "O", "O", "O", "O", "O", "O", "O", "O", "N", "N", "N", "N", "N", "N", "N", "N", "N", "C", "C", "C", "C", "C", "C", "C", "C", "C", "C", "C", "C", "C", "C", "C", "C", "C", "C", "C", "C", "C", "C", "C", "C", "C", "C", "C", "C", "C", "C", "C", "C", "C", "C", "C", "C", "C", "C", "C", "C", "C", "C", "C", "C", "C", "C", "C", "C", "C", "C", "C", "C", "C", "C", "C", "C", "C", "C", "C", "C", "C", "C", "C", "C", "C", "C", "C", "C", "C", "C", "C", "H", "H", "H", "H", "H", "H", "H", "H", "H", "H", "H", "H", "H", "H", "H", "H", "H", "H", "H", "H", "H", "H", "H", "H", "H", "H", "H", "H", "H", "H", "H", "H", "H", "H", "H", "H", "H", "H", "H", "H", "H", "H", "H", "H", "H", "H", "H", "H", "H", "H", "H", "H", "H", "H", "H", "H", "H", "H", "H", "H", "H", "H", "H", "H", "H", "H", "H", "H", "H", "H", "H", "H", "H", "H", "H", "H", "H", "H", "H", "H", "H", "H", "H", "H", "H", "H", "H", "H", "H", "H", "H", "H", "H", "H", "H", "H", "H", "H", "H", "H", "H", "H", "H", "H", "H", "H", "H", "H", "H", "H", "H", "H", "H", "H", "H", "H", "H", "H", "H", "H", "H", "H", "H", "H", "H", "H", "H", "H", "H", "H"], "positions_angstrom": [[1.69989, 0.30372, -6.48385], [2.46928, -4.07630, -2.35213], [0.53536, -3.40215, -2.96687], [3.50517, 6.17373, -3.29992], [2.96372, 1.53325, -5.28043], [-0.90896, 5.35190, -0.69428], [-5.87558, -1.70966, 3.34285], [0.70311, -4.99445, -1.37959], [-0.68827, 4.98929, -3.79721], [-1.24831, 0.45090, -0.10040], [-4.99484, -0.76443, 1.58184], [-0.26276, 0.57612, -2.14919], [-1.57230, 7.35096, -1.37944], [3.24816, 1.51653, -7.49119], [-0.89536, 7.18714, 0.67783], [-2.06829, -3.13081, -5.02685], [0.35711, 1.78863, -0.41176], [-3.78256, -1.99854, 2.81445], [-0.05623, 5.44216, -5.76609], [-1.16173, 6.89068, -4.61428], [-4.21776, 4.18919, -2.97083], [8.27790, 10.52321, 2.39228], [-3.41385, -4.58649, -0.77985], [-0.24428, -0.73596, -4.74337], [-2.99854, 2.14817, 3.64907], [4.08283, -0.90765, -0.61820], [-2.18416, -4.88154, 5.32239], [2.72742, 5.98534, 2.22541], [1.42135, 3.08703, -3.06878], [3.87210, 5.61945, 2.85961], [3.70839, 8.14913, 1.91284], [-3.99952, 2.85271, -2.71288], [-2.32280, -3.96675, 0.18101], [-2.50412, -7.15742, 4.04516], [1.18856, -4.11451, -2.24636], [-0.58012, 5.75165, -4.74035], [-2.41544, -9.33831, 2.61701], [5.05196, 6.41176, 2.81696], [-6.89974, -5.05309, 1.25066], [-3.81037, -3.38049, -1.65814], [-1.84676, -2.12265, -6.02075], [7.06342, 8.73717, 3.52951], [-1.33425, -7.57733, -2.09929], [4.11062, -2.36457, -0.10712], [-2.27116, -3.11180, 6.93755], [-2.72291, -2.30460, -1.55490], [2.65415, -0.13720, 1.47355], [2.24896, 4.26913, -2.49753], [9.31747, 11.58009, 2.31666], [-2.23053, 3.39457, 1.76552], [5.01321, -2.71959, 1.06357], [-1.50130, -4.33562, 6.57618], [-0.40794, -4.29235, 3.35681], [-4.03112, 5.12150, -2.01191], [-1.63544, 0.50612, -6.26866], [-3.69584, -3.33915, 6.52224], [2.63201, 1.13390, -6.38748], [4.93013, 7.73458, 2.41290], [-1.78455, -4.00459, 4.06947], [-4.65978, -5.28187, -0.17151], [-2.08859, -4.42491, -5.55219], [2.34779, 1.09748, 2.40195], [2.92980, -0.85065, -1.70243], [2.94350, 4.91505, -3.74072], [-7.89494, -5.31909, 0.12570], [-2.00402, 2.95933, 3.07272], [-1.78227, -6.35288, 5.11128], [3.67608, -1.12173, -3.02157], [2.62357, 7.25050, 1.74392], [3.09420, 3.68636, -1.30880], [3.42833, 7.20420, -4.28980], [-3.72489, 4.75758, -0.69577], [5.42222, -4.17846, 0.86667], [4.38093, -5.26699, 0.85545], [-2.04282, -2.50249, -0.21620], [-1.61928, -0.75357, -5.41129], [6.08419, 8.69833, 2.56687], [-4.11986, 1.83961, 2.98912], [-2.68115, -5.60052, -1.70083], [-1.91860, -8.59360, 3.87611], [5.34651, -0.48740, -1.39383], [5.00607, -0.50486, -2.89810], [-3.64887, 3.46220, -0.31407], [-1.10008, 6.66352, -0.45089], [-4.86995, -1.52007, 2.68898], [-3.41847, 3.04731, 1.08273], [-0.32722, 0.91357, -0.95817], [-3.68839, -4.63712, 5.82817], [-4.37729, 2.21673, 1.68261], [-2.84770, 1.71468, 5.04716], [0.21452, -3.03168, 2.65306], [-5.40971, -4.43583, 0.91553], [8.23490, 9.60215, 3.38041], [6.31770, 9.58111, 1.47639], [-4.26648, 4.60582, -4.34851], [3.84584, 0.08351, 0.60252], [7.35494, 10.49495, 1.39609], [-3.73786, 2.48226, -1.32617], [1.53522, 5.07520, 2.18847], [-2.19839, -6.88817, -1.06306], [-2.69562, -2.07638, -6.70295], [-4.00885, -5.50795, 6.40006], [3.65547, 4.40528, -4.38982], [-5.22320, 1.76827, 1.18289], [-0.93487, 1.05316, 0.57831], [0.33441, -2.09011, 3.18895], [2.66751, 2.03556, 1.94821], [-2.30660, -1.81894, 0.59083], [-1.19863, 5.42414, -1.60668], [-4.73611, 5.58303, -4.46076], [-2.59795, 0.71468, -6.73576], [-1.54321, 6.54997, -3.80188], [-3.35315, -5.78504, -2.53897], [-4.80693, -4.57527, 1.81292], [1.64675, 5.13811, -2.23240], [5.66767, 9.67406, 0.61894], [-1.83831, 1.97796, 5.36326], [-5.34025, -5.55135, -0.97924], [-0.96142, -2.38662, -6.59920], [3.65385, -5.18033, 0.04801], [4.36848, -2.70528, 1.94232], [-1.18930, -4.69829, -6.10416], [3.89091, -5.16008, 1.82320], [0.11261, -1.67010, -4.60159], [-0.83828, 0.39169, -7.00319], [6.08301, -4.20594, 0.00023], [4.75495, -6.28839, 0.92580], [-1.43889, 1.35229, -5.61027], [4.92629, 0.50188, -3.30824], [-2.17087, -9.18136, 4.75872], [-4.76842, -2.97463, -1.33333], [3.13696, -2.74635, 0.20000], [-3.03509, -7.40761, -0.59593], [-3.81106, -3.61688, -2.72220], [6.11107, -1.22449, -1.14838], [3.80131, 8.09215, -3.77939], [7.48256, 11.28600, 0.67197], [-2.70734, -4.03061, 1.19893], [0.88266, 5.29280, 1.34294], [8.88433, 9.70917, 4.23667], [-2.16446, -5.09918, -4.69913], [-0.35852, -5.12608, 2.65642], [4.05929, 7.14706, -5.17678], [-2.81825, -8.71202, 1.82102], [-1.97355, -2.36615, -2.34406], [-2.44805, -6.58447, 3.11959], [3.65448, 4.52131, -0.88804], [1.26102, 1.08690, 2.48519], [2.87179, 0.95318, 3.34678], [-2.28775, -2.98843, 8.02042], [1.70396, 7.60415, 1.30158], [-1.04168, 3.17919, 3.51086], [-4.23192, -4.65334, 4.88350], [-6.68114, -5.93697, 1.84989], [5.75609, -1.94182, 1.24049], [-0.48308, -4.10915, 6.25986], [-3.29786, 4.57634, -4.84751], [10.12973, 11.39942, 3.02072], [-3.58845, -7.26306, 4.07940], [0.68210, 3.51662, -3.60643], [3.81552, 2.88123, -1.44872], [-4.07739, 6.15046, -2.33669], [9.69606, 11.59854, 1.29469], [-8.94217, -5.09998, 0.33403], [2.41702, 3.44885, -0.48836], [-2.04254, -2.95972, 4.24208], [-0.83615, -8.64140, 3.99497], [-4.03263, 2.10119, -3.48781], [-0.98307, -2.32869, -0.40279], [1.89163, -0.44664, 0.75876], [-0.43024, -0.38915, -3.81319], [-2.11249, -6.87584, 6.00881], [-2.98508, -4.60982, -6.14397], [-3.11142, -10.16782, 2.74195], [-7.57227, -4.77188, -0.76005], [-1.88557, -2.14955, 6.60066], [-3.59673, 5.62866, -0.07032], [-4.65763, 1.12114, 3.58995], [3.70983, -2.20234, -3.16024], [-2.84274, 0.62818, 4.96001], [-7.40616, -4.22932, 1.75369], [6.04726, 6.07206, 3.06271], [-1.34259, -4.43145, 0.07455], [-7.80848, -6.39175, -0.04753], [8.68989, 12.44681, 2.52410], [-3.60304, 2.20960, 5.65759], [2.41754, 7.46491, -4.60355], [-3.05677, -1.29035, -1.77383], [-5.46509, -3.37457, 0.67314], [3.12124, -0.71908, -3.86899], [1.65075, -5.14760, -1.36880], [-1.54383, -6.64527, -0.22601], [0.47520, -0.19905, -5.20618], [-1.09953, -8.55410, -1.67629], [5.80680, 0.44854, -1.07721], [-1.87237, -7.78102, -3.02505], [1.09158, 5.34086, 3.14800], [-1.87746, -5.04393, -2.18289], [-4.31180, -3.48536, 7.40955], [4.01969, 4.62245, 3.24770], [1.08794, 2.55243, -2.27939], [-1.33887, -5.07026, 7.36486], [2.18872, 5.17036, -4.48452], [6.03009, -4.36097, 1.75283], [3.65400, 9.15020, 1.51122], [-1.57003, -9.91462, 2.24115], [-0.29819, -2.76292, 1.72948], [-4.13099, -2.52567, 5.94173], [-4.09866, -0.99218, 1.32377], [-0.70426, -6.41725, 4.96345], [0.36438, -4.46054, 4.10736], [2.07568, -1.50640, -1.53341], [2.83440, -1.04384, 2.05113], [1.95765, 2.49782, -3.68951], [-3.47245, 1.45301, -1.13484], [1.27050, -3.27770, 2.54139], [1.82442, 4.02429, 2.19632], [-4.93384, 3.92834, -4.88119], [-0.38020, -7.13675, -2.38873], [3.90804, 1.92020, -6.92267], [-2.52230, -4.29471, 3.32136], [-2.27724, -0.63906, -4.54984], [-1.48761, 4.01694, 1.28894], [-4.44026, -6.20642, 0.36244], [7.03870, 8.24252, 4.48925], [5.78924, -1.06185, -3.41242], [4.79655, 0.08198, 1.13566], [4.51014, -2.85004, -0.99752], [2.35345, 0.07388, -1.73669], [3.74243, 1.06803, 0.14631]], "forces_ev_per_angstrom": [[-1.2, -0.7, -0.8], [0.0, -1.2, 1.8], [-3.6, 1.5, -0.8], [-0.1, -0.6, -0.6], [2.1, 2.3, 2.7], [0.5, -0.8, 0.7], [-1.4, 0.2, 1.3], [-1.0, -0.4, 0.7], [-0.7, -3.7, 5.6], [-1.4, -1.3, 0.2], [0.1, 1.4, -1.8], [-0.5, -0.8, 0.0], [-0.3, -1.2, -1.1], [0.9, 0.5, 0.4], [1.3, -2.0, 0.8], [0.2, 1.5, 0.1], [2.1, 1.6, 0.6], [5.9, -2.2, 1.1], [2.3, -0.4, -3.6], [-1.8, 2.7, 0.7], [1.6, -1.3, 0.9], [0.5, -1.8, 0.3], [1.1, 0.1, -0.7], [-1.6, -1.1, 0.7], [2.1, 2.6, -0.8], [-2.2, 1.2, 1.4], [0.4, 0.0, 1.0], [0.7, 0.6, 0.1], [0.9, 2.0, 1.1], [2.2, 0.3, -1.3], [-0.7, -0.7, -0.8], [0.2, 0.9, 4.0], [-0.3, 0.3, 0.2], [0.2, 0.1, -1.8], [2.5, 3.3, -3.7], [1.6, -1.1, -3.6], [0.8, -0.7, -0.1], [-1.7, 0.0, 0.2], [1.3, 2.0, -0.2], [0.3, 0.7, -0.4], [-0.1, -0.2, -0.3], [2.3, 1.2, 0.4], [-0.4, -1.8, -0.1], [1.1, 0.4, -0.8], [0.1, 1.2, 1.9], [0.2, 0.2, -0.2], [0.2, -0.7, -0.2], [1.6, -1.5, -1.7], [-0.7, -0.1, -0.1], [-0.4, -0.2, 1.0], [-1.7, 0.3, -0.2], [2.0, 0.1, -1.6], [0.6, 2.1, 1.7], [0.2, -1.1, 0.1], [-0.3, -0.6, -0.1], [-1.0, 0.3, 0.6], [-4.3, -3.4, 0.1], [0.2, 0.3, 0.9], [-0.8, -1.5, -1.0], [-0.6, 1.3, 1.1], [-0.3, -0.8, 0.4], [0.0, -1.5, -1.1], [0.1, 0.3, -0.6], [0.2, 1.3, -0.2], [1.2, -1.1, -0.6], [-2.2, -0.9, -1.8], [-1.7, -0.3, 0.8], [-1.8, -1.3, 0.2], [1.5, 0.7, 0.6], [-0.5, 1.8, 0.1], [0.2, 1.1, 0.8], [-0.7, 2.4, -1.2], [2.2, 0.4, 0.5], [-0.9, 0.4, 0.6], [0.0, 0.0, 0.1], [0.7, 0.1, 1.0], [0.4, 0.3, -2.2], [0.6, -1.0, 0.6], [-0.6, 0.8, -0.2], [-0.6, 0.1, 0.6], [0.3, -0.9, 0.0], [1.0, 0.8, 0.5], [0.3, -1.5, -1.0], [-1.1, 4.4, 1.2], [-4.7, -0.2, 0.9], [-0.2, -0.6, 0.4], [0.5, 0.7, -2.2], [0.6, -1.5, -3.5], [1.2, 0.3, 0.5], [0.8, -0.4, -0.7], [-0.1, -0.4, 0.0], [-0.9, -1.4, -0.7], [-3.1, 0.1, 0.1], [0.1, 1.0, -0.6], [-1.2, 0.1, -1.7], [1.3, 0.2, -1.7], [-0.2, -0.7, 1.6], [-0.3, 0.8, -2.7], [0.3, 0.4, 0.9], [0.6, 1.8, 0.2], [-0.2, 0.0, -0.1], [0.5, 0.0, 0.2], [0.4, -0.8, 0.8], [-0.1, 0.3, -0.1], [-0.6, 0.0, 1.3], [-0.8, -0.1, 0.8], [0.0, -0.1, -0.2], [-0.4, -0.1, -0.2], [0.3, -1.1, -1.5], [0.3, 0.1, 0.3], [0.0, -0.3, -0.1], [-1.2, 2.1, 1.6], [-0.4, -0.3, 0.2], [-0.2, 0.5, 0.3], [-0.7, -0.8, 0.7], [-0.4, -0.5, 0.1], [-0.2, 0.2, 0.1], [0.3, 0.3, -0.4], [0.1, -0.1, -0.3], [0.0, -0.1, 0.0], [0.1, 0.2, 0.4], [0.1, 0.2, -0.1], [-0.7, 0.0, 0.0], [0.2, -0.8, 0.2], [-0.1, 0.5, -0.2], [0.1, -0.3, -0.1], [0.5, 0.2, -0.5], [0.3, 0.1, -0.1], [0.4, 0.1, 0.1], [-0.6, 0.0, 0.1], [0.0, -0.4, 0.1], [-0.3, 0.5, -1.0], [0.1, -0.7, -0.7], [-0.6, -0.7, 0.2], [-0.1, -0.2, 0.0], [0.0, 0.1, 0.1], [-0.3, -0.3, -0.4], [0.0, -0.1, -0.1], [0.0, 0.4, 0.0], [0.5, -0.1, -0.3], [0.2, 0.0, 0.1], [-0.6, 0.0, 0.1], [0.1, -0.9, 0.0], [0.2, 0.2, 0.1], [0.1, -0.9, -0.1], [0.6, -0.2, -0.6], [0.4, 0.2, -0.2], [0.1, 0.4, 0.5], [-0.3, 0.1, 0.1], [0.4, -0.1, 0.1], [-0.5, -0.4, -0.2], [-0.4, -0.3, 0.8], [-0.4, 0.1, 0.2], [-0.6, 0.2, 0.3], [0.7, -0.6, -0.1], [0.1, 0.2, 0.0], [0.2, 0.1, 0.4], [-0.3, 0.1, 0.0], [-0.1, 0.1, 1.1], [-1.4, 0.5, -0.4], [-0.3, -0.1, -0.7], [0.0, 0.1, 0.1], [0.0, 0.1, 0.2], [0.3, 0.2, 0.3], [-0.3, -0.5, -0.2], [0.4, -0.1, 0.4], [0.2, 0.6, -0.7], [-0.1, 0.4, -0.2], [0.1, -0.3, 0.3], [-0.8, 0.6, 0.3], [0.6, 0.5, 0.8], [0.7, 0.4, 0.6], [0.0, 0.1, -0.4], [-0.5, 0.4, 0.7], [-0.3, -0.1, -0.2], [0.3, -0.3, -0.5], [0.1, -0.2, 0.5], [-1.0, 0.0, -0.5], [0.0, -0.1, 0.0], [-0.6, -0.1, 0.8], [0.6, -0.3, 1.1], [-0.3, -0.6, 0.5], [-0.5, -1.0, -0.1], [-0.4, 0.0, -0.7], [0.9, 0.5, 0.1], [0.1, -0.5, 0.1], [-0.3, -0.5, 0.0], [-0.7, 0.0, 0.6], [-0.1, 0.0, 0.0], [-0.1, 0.1, 0.0], [1.9, -2.8, 2.3], [0.1, 0.2, 0.2], [1.2, 0.9, -1.3], [0.2, -0.2, -0.2], [-0.8, 0.2, 0.4], [-0.2, 0.0, 0.0], [-0.7, -0.4, -0.2], [0.4, 0.1, 0.4], [-0.1, 0.3, 0.0], [-0.7, -0.2, -0.1], [-0.7, -0.5, 0.4], [-0.9, -0.3, -0.2], [-0.8, -0.2, 0.2], [0.5, -0.3, -0.1], [-0.6, 0.1, 0.1], [0.2, 0.4, -0.5], [0.3, -0.2, -0.1], [0.1, -0.2, -0.2], [0.6, 0.8, -1.5], [-0.1, 0.2, 0.2], [-0.1, -0.6, 0.3], [0.7, -0.9, 0.4], [-0.1, 0.1, 0.4], [0.8, -0.5, -0.7], [-0.2, -0.1, 0.1], [0.0, -0.3, -0.9], [0.3, 0.2, -0.1], [0.1, -0.1, 0.0], [-0.3, 0.6, 0.5], [1.7, 1.3, -1.2], [-0.3, 0.1, 0.2], [-0.4, -0.1, -0.1], [0.0, 0.1, -0.3], [0.8, 0.0, -0.4], [-0.2, -0.5, -0.2], [-0.1, 0.2, -0.2], [0.0, -0.1, 0.1], [-0.6, -0.5, 0.0], [0.9, 0.9, 0.5], [0.1, 0.0, -0.3]], "mulliken_charge": [-0.873, -0.882, -0.703, -0.325, -0.653, 0.853, -0.766, -0.281, -0.368, 1.048, -0.662, -1.018, -0.676, -0.536, -0.788, 0.093, -0.580, -0.114, -0.722, -0.607, 0.229, -0.033, 1.294, 1.383, 0.199, 0.992, 0.152, 0.332, 1.650, -0.183, -0.923, -0.700, 0.573, 0.432, 0.494, 0.338, -1.021, -0.842, -0.786, -1.306, -1.339, -0.654, -1.600, -0.758, -0.600, 0.501, 0.528, 1.083, -0.855, -0.606, -0.611, -0.663, -0.427, -0.473, -1.716, -0.439, 0.445, 0.911, -0.291, -0.672, -0.696, -0.900, 1.434, -1.059, -1.261, -0.304, -1.033, -0.222, -0.105, -1.204, -0.801, -0.114, -0.973, -0.921, 0.985, 1.625, 0.563, -0.673, -0.998, -0.686, -0.582, -0.645, 0.660, 0.400, 0.693, 0.412, 0.166, -0.453, -0.576, -1.080, -1.372, 0.551, -0.048, -0.591, -1.031, -0.911, -0.507, -0.811, -0.171, -0.137, 0.458, 0.526, 0.541, 0.637, -0.817, 0.501, -0.137, -0.097, -0.529, 0.379, 0.395, 0.289, 0.963, -0.701, -0.317, 0.452, 0.308, 0.511, 0.549, 0.088, 0.220, 0.370, 0.247, 0.325, 0.433, 0.362, 0.438, 0.349, 0.068, 0.406, 0.376, -0.121, 0.508, 0.384, 0.387, 0.246, 0.485, -1.088, -0.073, 0.367, -0.015, 0.383, 0.324, 0.093, -0.512, -0.450, 0.601, 0.020, 0.613, 0.422, 0.566, 0.449, 0.303, 0.413, 0.440, 0.414, 0.365, 0.321, 0.383, 0.121, 0.186, 0.366, 0.331, 0.360, 0.101, 0.495, 0.456, 0.501, -0.233, -0.222, -0.549, 0.634, 0.342, 0.382, 0.311, 0.244, 0.559, 0.774, 0.321, 0.432, 0.430, 0.561, 0.086, 0.273, 0.394, 0.333, 0.327, 0.112, 0.194, 0.128, 0.262, -0.027, 0.280, 0.449, 0.505, 0.376, 0.574, -0.003, 0.414, 0.421, -0.954, 0.559, 0.368, 0.483, 0.488, 0.334, 0.217, 0.086, 0.045, 0.346, 0.625, -0.863, 0.131, 0.120, 0.587, 0.357, -0.289, 0.412, 0.274, 0.342, -0.517, -0.239, 0.331, 0.222, 0.480, 0.398, 0.561, 1.008, -1.015, 0.183]}